Entry 1:
This record from the Open Molecules 2025 dataset describes C5H13ClI2N2O2PW as an isolated structure. The level of theory is ωB97M-V/def2-TZVPD.

Cartesian coordinates (Å):
I: 1.910 0.061 1.648
I: 2.288 -1.394 -0.456
W: -2.407 0.527 -0.925
P: -2.003 1.362 -2.948
C: -1.740 3.071 -3.462
C: -1.867 0.467 -4.531
H: -4.163 0.558 -1.706
H: -4.236 0.864 -3.464
H: -4.216 2.260 -2.351
C: -3.810 1.260 -2.534
H: -1.873 -0.617 -4.361
H: -2.711 0.757 -5.176
H: -2.467 3.336 -4.234
H: -0.711 3.158 -3.843
H: -0.913 0.732 -5.010
H: -1.849 3.737 -2.601
C: -1.026 1.731 -0.304
O: -0.170 2.436 0.082
Cl: -2.404 -1.667 -1.002
N: 3.611 -2.717 5.447
C: 3.595 -2.062 4.210
N: 3.583 -2.979 3.197
O: 3.591 -0.842 4.090
H: 4.087 -3.606 5.441
H: 3.834 -2.109 6.219
H: 3.300 -2.646 2.278
H: 3.340 -3.927 3.473

Calculated values
**2S+1**: 3
**Highest occupied orbital energy (spin up / spin down)**: -0.66263 / -0.65629 hartree
**Lowest unoccupied orbital energy (spin up / spin down)**: -12.92 / -13.16 eV
**Expectation value of S²**: 2.02
**Frontier orbital gap (spin up / spin down)**: 5.111 / 4.698 eV
**Charge**: +3

The computed Mulliken charges, all in e, follow: 0.269 0.108 0.971 0.293 -1.076 -1.165 0.308 0.464 0.477 -0.884 0.363 0.465 0.423 0.422 0.406 0.402 0.490 -0.249 -0.133 -0.399 0.771 -0.316 -0.303 0.276 0.303 0.055 0.263

Entry 2:
This record from the Open Molecules 2025 dataset describes a 2-piece molecular cluster, C5H13ClO2Si overall. The level of theory is ωB97M-V/def2-TZVPD.

Cartesian coordinates (Å):
C: 3.098 -0.424 -0.412
C: -1.017 -2.527 -0.066
C: -3.875 1.377 -0.621
C: 3.375 0.957 0.165
C: 2.459 1.417 1.186
O: -1.999 -1.539 0.087
O: -3.268 0.726 0.461
Si: -1.857 -0.026 0.635
Cl: -0.388 0.886 -0.425
H: 2.360 -0.335 -1.207
H: 2.695 -1.078 0.358
H: 4.001 -0.870 -0.826
H: -1.423 -3.301 -0.717
H: -0.767 -2.961 0.905
H: -0.108 -2.111 -0.509
H: -4.332 2.299 -0.248
H: -4.650 0.736 -1.053
H: -3.148 1.631 -1.395
H: 4.187 0.884 0.931
H: 3.723 1.655 -0.613
H: 2.550 2.513 1.309
H: -1.618 0.091 2.056

Calculated values
**2S+1**: 1
**Highest occupied orbital energy**: -0.31009 hartree
**Lowest unoccupied orbital energy**: 0.21 eV
**Frontier orbital gap**: 8.647 eV
**Charge**: 0
**Energy above the lowest of the compared OMol25 structures with the same formula, charge and spin**: 70.22 kcal/mol

The computed Mulliken charges, all in e, follow: -0.971 -0.502 -0.510 -0.181 -0.503 -0.170 -0.280 0.447 -0.235 0.230 0.269 0.382 0.225 0.260 0.181 0.224 0.230 0.242 0.264 0.347 0.182 -0.132

Entry 3:
This record from the Open Molecules 2025 dataset describes an isolated ion of composition C5H13IN and charge +1. The level of theory is ωB97M-V/def2-TZVPD.

Cartesian coordinates (Å):
C: 0.989 -1.256 1.520
N: 0.039 -1.126 0.362
C: -0.251 0.224 -0.349
C: 0.208 -0.003 -1.869
C: -1.723 0.527 -0.238
C: 0.496 1.383 0.520
I: 0.698 3.306 -0.331
H: 1.185 -2.375 1.810
H: 1.807 -0.691 1.297
H: 0.428 -0.940 2.471
H: 0.444 -1.663 -0.429
H: -0.732 -1.767 0.618
H: 1.252 -0.048 -1.873
H: -0.175 0.805 -2.609
H: -0.095 -0.919 -2.277
H: -2.107 0.639 0.830
H: -2.300 -0.144 -0.835
H: -1.876 1.601 -0.592
H: 0.134 1.478 1.536
H: 1.579 0.968 0.436

Calculated values
**2S+1**: 1
**Highest occupied orbital energy**: -0.47491 hartree
**Lowest unoccupied orbital energy**: -3.41 eV
**Frontier orbital gap**: 9.516 eV
**Charge**: +1
**Energy above the lowest of the compared OMol25 structures with the same formula, charge and spin**: 32.93 kcal/mol

The computed Mulliken charges, all in e, follow: -0.908 -0.145 1.083 -1.744 -1.528 -1.338 0.191 0.347 0.403 0.339 0.410 0.422 0.531 0.336 0.557 0.383 0.442 0.358 0.465 0.396

Entry 4:
This record from the Open Molecules 2025 dataset describes one molecule with the formula C5H13N. The level of theory is ωB97M-V/def2-TZVPD.

Cartesian coordinates (Å):
C: -1.318 1.678 2.065
C: -0.010 1.023 1.497
C: -0.165 -0.048 0.366
N: 1.023 -0.004 -0.588
C: 0.688 -0.605 -1.849
C: 0.496 -2.191 -1.704
H: -2.268 1.539 1.543
H: -1.372 1.394 3.092
H: -1.129 2.886 2.027
H: 0.684 0.627 2.209
H: 0.645 1.867 1.120
H: -0.138 -0.988 0.797
H: -1.243 0.267 -0.112
H: 1.452 0.973 -0.816
H: 1.439 -0.497 -2.512
H: -0.318 -0.263 -2.196
H: 0.651 -2.677 -2.794
H: -0.416 -2.461 -1.227
H: 1.299 -2.518 -0.918

Calculated values
**2S+1**: 1
**Highest occupied orbital energy**: -0.32168 hartree
**Lowest unoccupied orbital energy**: 1.18 eV
**Frontier orbital gap**: 9.935 eV
**Charge**: 0
**Energy above the lowest of the compared OMol25 structures with the same formula, charge and spin**: 53.48 kcal/mol

The computed Mulliken charges, all in e, follow: -0.981 -0.487 -0.405 -0.396 -0.518 -1.026 0.375 0.254 0.212 0.465 0.213 0.197 0.204 0.255 0.544 0.241 0.298 0.299 0.255

Entry 5:
This record from the Open Molecules 2025 dataset describes a 2-piece molecular cluster, C5H13N overall. The level of theory is ωB97M-V/def2-TZVPD.

Cartesian coordinates (Å):
C: 0.757 -1.488 1.719
C: 1.535 -0.684 2.430
C: 1.501 0.791 2.288
H: 0.972 -2.523 1.479
H: -0.147 -1.140 1.228
H: 2.239 -1.125 3.127
H: 1.739 1.404 3.166
H: 2.196 1.204 1.548
H: 0.504 1.160 2.015
C: -2.209 0.927 -1.549
N: -0.927 0.828 -2.222
C: -0.372 -0.524 -2.262
H: -2.194 0.878 -0.459
H: -2.693 1.848 -1.871
H: -2.829 0.093 -1.878
H: -0.286 1.427 -1.713
H: -1.151 -1.242 -2.514
H: 0.032 -0.878 -1.315
H: 0.418 -0.474 -3.011

Calculated values
**2S+1**: 1
**Highest occupied orbital energy**: -0.32253 hartree
**Lowest unoccupied orbital energy**: 1.00 eV
**Frontier orbital gap**: 9.777 eV
**Charge**: 0
**Energy above the lowest of the compared OMol25 structures with the same formula, charge and spin**: 45.01 kcal/mol

The computed Mulliken charges, all in e, follow: -0.744 0.134 -1.008 0.241 0.195 0.332 0.331 0.234 0.277 -0.784 -0.370 -0.625 0.242 0.297 0.306 0.229 0.315 0.111 0.285

Entry 6:
This record from the Open Molecules 2025 dataset describes one molecule with the formula C5H13N. The level of theory is ωB97M-V/def2-TZVPD.

Cartesian coordinates (Å):
C: -2.011 -0.125 -0.191
N: -0.756 -0.313 -0.893
C: 0.363 0.029 -0.104
C: 1.604 -0.229 -0.902
C: 0.508 -0.850 1.133
C: 0.221 1.508 0.290
H: -2.327 0.934 -0.304
H: -2.714 -0.713 -0.754
H: -2.000 -0.399 0.871
H: -0.662 -1.322 -1.120
H: 1.578 0.417 -1.796
H: 1.684 -1.285 -1.239
H: 2.527 0.040 -0.378
H: 1.295 -0.542 1.728
H: -0.364 -0.837 1.801
H: 0.582 -1.918 0.804
H: -0.649 1.635 0.993
H: 1.169 1.895 0.692
H: -0.050 2.075 -0.630

Calculated values
**2S+1**: 1
**Highest occupied orbital energy**: -0.32573 hartree
**Lowest unoccupied orbital energy**: 1.00 eV
**Frontier orbital gap**: 9.862 eV
**Charge**: 0
**Energy above the lowest of the compared OMol25 structures with the same formula, charge and spin**: 15.02 kcal/mol

The computed Mulliken charges, all in e, follow: -0.879 -0.470 1.587 -1.711 -1.590 -1.690 0.244 0.409 0.278 0.344 0.390 0.382 0.371 0.463 0.373 0.349 0.335 0.414 0.402

Entry 7:
This record from the Open Molecules 2025 dataset describes one molecule with the formula C5H13N. The level of theory is ωB97M-V/def2-TZVPD.

Cartesian coordinates (Å):
C: 1.268 -0.398 -1.231
C: 0.462 -0.689 0.058
C: 1.458 -0.334 1.260
N: -0.717 0.147 0.222
C: -1.998 -0.553 0.160
C: -0.795 1.530 -0.255
H: 2.231 -0.889 -1.320
H: 1.585 0.647 -1.139
H: 0.613 -0.329 -2.105
H: 0.202 -1.737 0.188
H: 2.019 0.601 1.170
H: 0.746 -0.169 2.064
H: 2.179 -1.143 1.349
H: -2.704 0.017 0.757
H: -2.310 -0.854 -0.855
H: -1.838 -1.503 0.673
H: 0.216 1.850 -0.455
H: -1.132 2.190 0.554
H: -1.485 1.615 -1.095

Calculated values
**2S+1**: 1
**Highest occupied orbital energy**: -0.28799 hartree
**Lowest unoccupied orbital energy**: 1.07 eV
**Frontier orbital gap**: 8.904 eV
**Charge**: 0
**Energy above the lowest of the compared OMol25 structures with the same formula, charge and spin**: 33.72 kcal/mol

The computed Mulliken charges, all in e, follow: -1.321 0.110 -1.320 0.131 -1.084 -1.039 0.395 0.322 0.329 0.430 0.267 0.396 0.403 0.366 0.317 0.323 0.368 0.295 0.313

Entry 8:
This record from the Open Molecules 2025 dataset describes C5H13N as an isolated structure. The level of theory is ωB97M-V/def2-TZVPD.

Cartesian coordinates (Å):
C: 2.791 0.549 -0.180
C: 1.710 -0.427 0.265
C: 0.359 0.174 -0.034
C: -1.965 -0.598 -0.251
C: -2.387 0.962 0.159
H: 2.426 1.701 -0.151
H: 3.031 0.274 -1.400
H: 3.780 0.375 0.470
H: 1.875 -1.379 -0.311
H: 1.737 -0.651 1.308
H: 0.187 1.024 1.044
H: 0.239 0.771 -0.965
H: -0.276 -1.717 0.875
H: -2.576 -1.385 0.029
H: -2.063 -0.442 -1.285
H: -2.164 2.029 -0.647
H: -3.511 0.830 0.119
H: -1.910 1.527 1.347
N: -0.546 -0.987 -0.027

Calculated values
**2S+1**: 1
**Highest occupied orbital energy**: -0.30810 hartree
**Lowest unoccupied orbital energy**: 0.99 eV
**Frontier orbital gap**: 9.369 eV
**Charge**: 0
**Energy above the lowest of the compared OMol25 structures with the same formula, charge and spin**: 126.81 kcal/mol

The computed Mulliken charges, all in e, follow: -0.947 -0.525 -0.458 -0.615 -0.847 0.258 0.216 0.277 0.338 0.397 0.090 0.284 0.281 0.563 0.266 0.227 0.316 0.210 -0.330